1.
Below is 2 unconnected molecules or ions with the total composition C16H33O2S2Si, with properties calculated with wB97M-V/def2-TZVPD.

CARTESIAN COORDINATES (ANGSTROEM)
C -5.655 -0.363 2.190
C -4.354 -0.937 2.730
C -3.314 0.135 3.059
C -1.945 -0.397 3.401
O -1.739 -1.483 2.433
C -0.516 -1.792 1.996
C -0.511 -2.534 0.849
O 0.474 -1.244 2.683
Si 2.126 -0.951 2.260
C 2.467 -1.531 0.537
C 2.227 0.892 2.426
C 3.228 -1.855 3.542
C 3.819 -3.125 2.910
C 2.399 -2.243 4.780
C 4.368 -0.917 3.967
H -6.337 -1.178 1.940
H -6.145 0.278 2.928
H -5.479 0.217 1.278
H -4.538 -1.529 3.637
H -3.921 -1.615 1.984
H -3.219 0.824 2.209
H -3.666 0.741 3.902
H -1.185 0.385 3.290
H -1.903 -0.849 4.398
H 0.409 -2.998 0.535
H -1.480 -2.865 0.506
H 3.466 -1.165 0.254
H 2.469 -2.624 0.439
H 1.739 -1.108 -0.169
H 3.210 1.252 2.091
H 1.462 1.363 1.792
H 2.067 1.221 3.462
H 4.444 -2.899 2.038
H 4.451 -3.637 3.650
H 3.035 -3.830 2.603
H 1.954 -1.369 5.272
H 1.603 -2.957 4.531
H 3.056 -2.732 5.513
H 3.996 -0.025 4.486
H 5.039 -1.448 4.659
H 4.973 -0.589 3.111
C -3.348 0.610 -3.018
C -2.052 1.272 -2.578
S -0.923 0.244 -1.581
C -1.915 -0.528 -0.466
S -3.356 -1.261 -0.932
C -4.171 0.091 -1.848
H -3.949 1.364 -3.540
H -3.135 -0.203 -3.719
H -1.439 1.530 -3.450
H -2.238 2.176 -1.989
H -1.663 -0.471 0.588
H -4.405 0.878 -1.120
H -5.103 -0.376 -2.195

Atoms 1-3, force components in eV/Å:
C -0.036 -0.131 0.185
C 0.293 -0.129 0.047
C -0.458 0.386 0.050

Properties
Maximum force (eV Å⁻¹): 1.5
Total charge: +1
E_tot (eV): -50763.82117
HOMO-LUMO gap (Eh): 0.21388
LUMO energy (eV): -5.629

Atomic charges from the Löwdin analysis, expressed in e, are listed below: -0.10, -0.26, -0.19, -0.12, -0.06, -0.48, 0.07, -0.06, 0.57, -0.15, -0.14, -0.62, -0.10, -0.09, -0.10, 0.08, 0.08, 0.06, 0.12, 0.08, 0.11, 0.13, 0.13, 0.14, 0.06, 0.06, 0.06, 0.04, 0.03, 0.05, 0.04, 0.05, 0.08, 0.09, 0.08, 0.08, 0.08, 0.09, 0.08, 0.09, 0.09, -0.28, -0.42, 0.99, -0.73, 0.98, -0.41, 0.13, 0.13, 0.09, 0.10, 0.01, 0.09, 0.10

2.
Below is 2 unconnected molecules or ions with the total composition C8H9BrFN3, with properties calculated with wB97M-V/def2-TZVPD.

CARTESIAN COORDINATES (ANGSTROEM)
C 1.308 1.436 -0.526
C 2.591 1.076 -0.791
C 2.267 -0.920 0.496
C 0.425 0.545 0.205
C 0.930 -0.649 0.566
C 3.126 -0.145 -0.223
C -0.802 1.086 0.704
C -2.312 -0.386 -1.270
N -2.310 -1.532 0.783
N -1.300 2.020 1.200
N -1.889 -0.594 0.082
F 0.196 -1.441 1.343
Br 5.158 -0.464 -0.177
H 1.029 2.400 -0.808
H 3.188 1.623 -1.428
H 2.634 -1.694 1.179
H -3.331 -0.778 -1.588
H -1.604 -0.871 -1.944
H -2.224 0.689 -1.528
H -3.040 -2.182 0.512
H -2.130 2.487 1.533
H -1.908 -1.706 1.679

Atoms 1-3, force components in eV/Å:
C -0.145 -1.541 0.968
C 0.094 -2.933 1.087
C 1.218 -1.736 0.766

Properties
Maximum force (eV Å⁻¹): 3.3
Total charge: +2
E_tot (eV): -85650.03057
HOMO-LUMO gap (Eh): 0.19583
LUMO energy (eV): -10.710

Atomic charges from the Löwdin analysis, expressed in e, are listed below: 0.04, -0.04, -0.03, -0.14, -0.25, -0.45, -0.04, 0.02, 0.31, 0.40, 0.01, 0.10, 0.74, 0.12, 0.10, 0.15, 0.15, 0.14, 0.13, 0.20, 0.16, 0.17

3.
Below is a single C13H14N2O4S molecule, with properties calculated with wB97M-V/def2-TZVPD.

CARTESIAN COORDINATES (ANGSTROEM)
O -0.613 3.413 0.718
C 0.206 2.466 0.767
O 1.280 2.472 1.577
C 1.860 1.188 1.888
C 1.071 0.464 3.028
C 1.835 -0.841 3.420
C 3.276 -0.523 3.873
C 4.026 0.232 2.802
C 3.283 1.510 2.410
O 2.018 0.442 0.684
C 0.966 0.262 -0.071
O 0.820 -0.725 -0.780
C -0.048 1.332 -0.124
C -1.164 1.340 -0.953
N -1.339 0.342 -1.920
C -2.263 0.301 -2.918
N -3.063 1.281 -3.180
C -3.943 0.908 -4.189
C -3.731 -0.361 -4.713
S -2.360 -1.132 -3.947
H 0.989 1.108 3.897
H 0.080 0.186 2.682
H 1.869 -1.541 2.573
H 1.288 -1.339 4.225
H 3.788 -1.456 4.150
H 3.229 0.031 4.787
H 5.045 0.512 3.179
H 4.166 -0.423 1.910
H 3.249 2.152 3.298
H 3.787 2.043 1.608
H -1.954 2.085 -0.833
H -0.642 -0.438 -1.877
H -4.744 1.542 -4.482
H -4.276 -0.839 -5.495

Atoms 1-3, force components in eV/Å:
O 2.732 -1.722 0.844
C -3.838 2.584 -0.802
O -0.364 -0.405 -0.074

Properties
Maximum force (eV Å⁻¹): 4.7
Total charge: 0
E_tot (eV): -35714.02641
Structure (SMILES): O=C1OC2(CCCCC2)OC(=O)C1=CNc1nccs1
ΔE to the lowest compared entry with this formula, charge and spin (kcal/mol): 20.9
HOMO-LUMO gap (Eh): 0.29551
LUMO energy (eV): -0.401

Atomic charges from the Löwdin analysis, expressed in e, are listed below: 0.06, -0.40, 0.11, -0.40, -0.05, -0.16, -0.21, -0.19, -0.08, 0.13, -0.43, 0.09, -0.04, 0.08, 0.05, -0.65, 0.06, -0.21, -0.40, 1.02, 0.13, 0.12, 0.12, 0.11, 0.11, 0.10, 0.13, 0.13, 0.14, 0.13, 0.15, 0.12, 0.09, 0.05